1.
Entry from OMol25: a cluster of 2 separate species, C3HF3S in total in a non-equilibrium geometry (the ωB97M-V functional and the def2-TZVPD basis).

Cartesian coordinates (Å):
C -1.347 -1.085 1.784
C -1.168 0.061 1.525
C 1.154 0.312 -1.461
F 1.804 1.393 -1.278
F 0.402 0.328 -2.569
F 1.978 -0.752 -1.324
S -0.945 1.662 1.207
H -1.878 -1.919 2.116

Cartesian forces, eV/Å:
-0.6257 -2.5608 0.6622
0.6962 4.4766 -0.9441
-0.9557 -1.9418 0.5104
0.8082 1.4976 -0.1617
1.0203 -0.2894 0.4652
-0.8872 0.7526 -0.7945
0.0501 -0.9064 0.0711
-0.1062 -1.0284 0.1913

Values from the calculation:
**Lowest unoccupied orbital energy (alpha / beta)**: -0.30 / -2.72 eV
**HOMO (alpha / beta)**: -0.348 / -0.334 Ha
**Relative energy (zero: lowest compared OMol25 entry of this formula, charge and spin)**: 367.5 kJ/mol
**Frontier orbital gap (alpha / beta)**: 9.2 / 6.4 eV
**Largest force on an atom**: 0.090 hartree/bohr
**E_tot**: -812.51908 Eh

***

2.
Entry from OMol25: a structure of composition C32H48BiCl2F6O4PS2 in a non-equilibrium geometry (the ωB97M-V functional and the def2-TZVPD basis).

Cartesian coordinates (Å):
Bi -0.285 -0.692 0.017
C 1.531 1.963 1.077
C 0.299 2.505 0.781
C 0.159 2.408 -0.691
C 1.288 1.716 -1.163
C 2.200 1.544 -0.087
C 3.638 1.300 -0.180
C 4.324 2.691 0.014
C 4.103 0.304 0.856
C 3.974 0.848 -1.617
C -0.859 2.976 -1.660
C -0.676 2.303 -3.011
C -2.323 2.826 -1.300
C -0.581 4.487 -1.963
C -0.579 3.125 1.837
C -1.816 2.249 1.960
C 0.133 3.208 3.191
C -0.839 4.686 1.479
H 1.917 1.895 2.068
H 1.509 1.527 -2.204
H 4.002 3.120 0.959
H 4.050 3.426 -0.772
H 5.421 2.558 -0.104
H 3.972 0.716 1.866
H 5.192 0.172 0.712
H 3.673 -0.666 0.753
H 3.584 1.606 -2.310
H 3.621 -0.127 -1.893
H 5.048 0.883 -1.800
H -0.641 1.199 -2.956
H 0.274 2.643 -3.461
H -1.448 2.605 -3.724
H -2.574 1.812 -1.112
H -2.911 3.169 -2.164
H -2.709 3.516 -0.516
H 0.479 4.610 -2.136
H -0.857 5.119 -1.128
H -1.183 4.800 -2.837
H -1.458 1.194 2.253
H -2.407 2.079 1.120
H -2.466 2.648 2.780
H 0.373 2.256 3.684
H -0.465 3.776 3.892
H 1.000 3.813 3.051
H -1.506 4.689 0.614
H 0.086 5.147 1.276
H -1.206 5.184 2.407
Cl -6.899 -3.848 1.495
C -5.608 -2.825 1.069
C -5.739 -1.453 0.987
C -4.641 -0.665 0.672
Cl -4.976 1.013 0.289
C -3.388 -1.178 0.342
O -2.418 -0.387 -0.116
C -3.230 -2.576 0.537
C -2.039 -3.297 0.138
O -0.904 -2.840 -0.127
C -4.350 -3.364 0.867
H -6.679 -0.991 1.195
H -2.064 -4.415 0.078
H -4.177 -4.420 1.049
F 1.615 -2.098 0.599
P 2.684 -3.274 -0.059
F 3.630 -4.362 -0.764
F 3.185 -2.171 -1.076
F 3.789 -2.839 0.976
F 1.478 -3.699 -1.037
F 2.092 -4.258 1.021
O -0.831 -1.535 2.245
S -0.221 -1.067 3.580
C -1.158 -1.998 4.800
C -0.655 -3.469 4.703
C 0.694 -3.512 3.876
C 1.241 -2.074 3.807
H -2.229 -1.894 4.652
H -0.990 -1.605 5.784
H -1.369 -4.096 4.241
H -0.553 -3.919 5.683
H 0.473 -3.857 2.857
H 1.448 -4.169 4.355
H 2.055 -1.907 3.067
H 1.547 -1.707 4.780
O 0.001 -1.087 -2.241
S -0.491 -2.236 -3.160
C 0.973 -2.850 -4.007
C 1.104 -2.134 -5.343
C 0.169 -0.913 -5.320
C -1.109 -1.376 -4.630
H 0.943 -3.928 -4.040
H 1.709 -2.618 -3.261
H 0.753 -2.723 -6.158
H 2.086 -1.843 -5.677
H -0.066 -0.609 -6.345
H 0.582 -0.012 -4.795
H -1.707 -2.110 -5.171
H -1.823 -0.624 -4.282

Cartesian forces, eV/Å:
0.1842 0.0956 0.1893
-0.8924 -0.0505 0.8318
0.8636 0.2111 0.3757
0.0544 -0.6001 -0.7707
-0.5564 0.5956 -0.0242
-0.8024 0.2176 -0.4929
0.6250 0.0859 -1.4856
0.1881 -0.0786 -0.6740
1.4967 0.7733 0.4300
0.5170 1.0168 -0.1453
-0.0489 0.9265 -0.4713
0.7536 -0.5344 -0.9130
-0.7782 1.6184 -0.0084
-0.3446 -0.4419 0.3033
0.1010 1.3263 -0.4106
0.5243 -0.8086 2.7973
-0.4151 -0.4147 0.0731
-1.3231 -2.4076 1.0777
0.3496 0.0464 0.3917
-0.0477 -0.0171 0.2579
0.4822 0.0621 0.2514
-0.1470 -0.5845 0.2986
-0.5955 0.1070 0.5699
-0.0839 -0.2751 -0.1243
-0.3592 -0.0057 0.1744
-0.4732 -0.3820 0.0114
-0.0381 -0.3014 0.0440
-0.3087 -0.4020 0.0398
0.1471 -0.2189 0.2737
-0.1459 0.4609 0.0234
-0.2843 -0.2660 0.0964
-0.0925 -0.0336 0.2363
-0.4209 -0.8368 0.3820
0.1630 -0.2900 -0.0265
0.5586 -0.7619 -0.0909
0.2440 0.2211 -0.3147
-0.0090 0.1292 0.0337
0.4280 -0.1816 0.3461
-0.5209 1.4165 -0.0358
-0.8284 0.1710 -1.5807
0.3828 -0.4912 -0.5728
0.0531 0.1069 -0.3587
-0.4546 -0.0254 0.1489
1.0203 0.1816 0.0630
-0.0027 0.6451 0.5272
1.2019 0.4864 -0.5975
-0.3366 -0.3399 -0.9672
-0.5801 -0.2219 0.1307
1.3968 -0.2651 0.1141
0.6136 0.1884 0.1053
-0.9820 0.7777 -0.9563
0.2216 -0.3188 0.3790
1.1661 0.0198 0.2198
-0.5474 -0.5717 0.1747
-0.1791 -0.2767 -0.8023
0.7788 -0.3345 0.3700
-1.1260 0.0632 0.0064
0.2053 -0.2751 0.3089
-0.4539 0.2819 -0.0495
-0.4060 0.7390 0.1141
-0.1934 0.0120 -0.2533
0.0154 0.5663 0.1045
0.2789 -1.5553 -0.7737
-0.2198 0.1004 0.6195
-0.1981 0.7864 -0.6367
0.4978 0.3962 0.5461
-0.2899 0.3493 -0.6092
-0.2007 -0.8554 0.6073
0.0546 0.3248 -0.1322
-0.1876 0.3771 -0.5608
0.2205 -1.2179 -0.0998
1.1669 0.5187 -0.1156
-0.2820 0.0161 0.5300
-0.1816 -0.5141 -0.0308
-0.0004 0.1467 -0.5220
0.4793 0.4980 0.4182
-0.8656 -0.4648 -0.8096
0.3083 0.2873 0.3334
0.3164 0.0142 0.3526
-0.5020 0.2846 -0.4386
-0.8199 0.0619 0.3421
0.4894 -0.0967 0.3951
-0.0070 -0.1480 -0.1294
-0.7864 -0.2375 0.2312
0.2145 0.3157 0.1643
-0.5897 1.0302 -0.0459
-0.1337 0.8625 -0.1807
0.0539 0.0608 0.7251
-0.2460 -0.3309 -0.1460
0.7945 0.2396 0.1988
-0.4209 -0.9677 -0.4366
0.6316 0.0434 0.5478
0.1007 0.0937 0.1233
-0.2316 -0.9005 -0.3204
0.2644 -0.1902 -0.2531
0.3328 0.1354 -0.0428

Values from the calculation:
**Multiplicity**: 2
**Lowest unoccupied orbital energy (alpha / beta)**: -3.66 / -4.34 eV
**HOMO (alpha / beta)**: -0.396 / -0.406 Ha
**Relative energy (zero: lowest compared OMol25 entry of this formula, charge and spin)**: 86.5 kJ/mol
**Frontier orbital gap (alpha / beta)**: 7.1 / 6.7 eV
**Largest force on an atom**: 0.058 hartree/bohr
**E_tot**: -4420.97486 Eh
**Net charge**: +1
**⟨S²⟩**: 0.76

***

Q: Which of these has the lowest E_tot?
A: C32H48BiCl2F6O4PS2